The following is a DFT calculation (ωB97M-V with the def2-TZVPD basis set) of the ion C4H11N2 with charge +2 in a non-equilibrium geometry.

Values from the calculation:
Molar mass in g/mol: 87.15
Spin multiplicity: 2
E_LUMO (alpha / beta) in eV: -9.71 / -12.55
Strongest force on any atom in eV/Å: 3.1
Gap between HOMO and LUMO (alpha / beta) in Ha: 0.417 / 0.328
Net charge: +2
<S²>: 0.7574

Each line ends with the Löwdin spin population.
Atoms and positions in Å:
1 C -1.38 -1.17 0.35  0.00
2 C 0.12 -1.14 0.65  0.02
3 C 0.69 0.27 0.94  0.08
4 C 2.08 1.40 -0.75  0.13
5 N 0.98 1.00 -0.34  0.62
6 N -1.82 -0.13 -0.73  0.01
7 H -1.94 -0.96 1.26  0.00
8 H -1.73 -2.16 0.06  0.00
9 H 0.21 -1.75 1.55  0.00
10 H 0.73 -1.57 -0.14  0.00
11 H -0.01 0.87 1.52  0.01
12 H 1.63 0.31 1.49  0.02
13 H 2.80 2.08 -0.25  0.06
14 H 2.36 1.45 -1.82  0.05
15 H -2.59 0.37 -0.30  0.00
16 H -1.09 0.45 -1.07  0.01
17 H -2.15 -0.73 -1.49  0.00

***

The following is a DFT calculation (ωB97M-V with the def2-TZVPD basis set) of a cluster of 2 separate species, C4H11N2O in total.

Values from the calculation:
Molar mass in g/mol: 103.14
E_LUMO in eV: 4.06
Strongest force on any atom in eV/Å: 0.9
Gap between HOMO and LUMO in Ha: 0.257
Net charge: -1

Each line ends with the Mulliken charge.
Atoms and positions in Å:
1 N -3.17 -1.72 -0.81  -0.79
2 C -1.68 -1.85 -0.76  -0.52
3 O -1.00 -0.72 -0.57  -0.79
4 H -3.46 -1.27 0.05  0.29
5 H -3.38 -1.05 -1.55  0.26
6 H -1.53 -2.64 0.02  0.28
7 H -1.45 -2.35 -1.74  0.25
8 C 0.88 2.98 0.66  -1.05
9 C 0.88 1.64 0.54  0.17
10 N 1.94 0.81 0.75  -0.23
11 C 1.88 -0.57 0.28  -0.48
12 H 1.78 3.55 0.88  0.26
13 H -0.02 3.55 0.46  0.28
14 H -0.05 1.12 0.32  0.29
15 H 2.83 1.24 0.88  0.17
16 H 2.37 -1.20 1.04  0.26
17 H 0.81 -0.84 0.23  0.13
18 H 2.38 -0.71 -0.68  0.22

***

The following is a DFT calculation (ωB97M-V with the def2-TZVPD basis set) of a structure of composition C4H11N2O in a non-equilibrium geometry.

Values from the calculation:
Molar mass in g/mol: 103.14
E_LUMO in eV: 4.13
Strongest force on any atom in eV/Å: 2.2
Gap between HOMO and LUMO in Ha: 0.267
Net charge: -1

Each line ends with the Mulliken charge.
Atoms and positions in Å:
1 C -2.89 1.42 -0.09  -0.87
2 C -2.07 0.33 0.16  0.08
3 N -1.99 -0.86 -0.51  -0.61
4 H -3.67 1.30 -0.87  0.21
5 H -2.73 2.40 0.38  0.23
6 H -1.36 0.46 0.99  0.20
7 H -2.49 -0.91 -1.38  0.12
8 H -1.02 -1.37 -0.15  0.51
9 C 0.95 -0.88 -0.34  -0.34
10 O 0.14 -1.85 0.16  -0.79
11 C 2.08 -0.43 0.60  -0.32
12 N 2.85 0.65 0.03  -0.59
13 H 1.48 -1.17 -1.28  0.16
14 H 0.46 0.06 -0.55  0.11
15 H 1.62 -0.19 1.59  0.22
16 H 2.76 -1.33 0.78  0.25
17 H 2.24 1.45 -0.15  0.22
18 H 3.63 0.90 0.64  0.20

***

The following is a DFT calculation (ωB97M-V with the def2-TZVPD basis set) of a cluster of 2 separate species, C4H11N2O in total in a non-equilibrium geometry.

Values from the calculation:
Molar mass in g/mol: 103.14
E_LUMO in eV: 4.25
Strongest force on any atom in eV/Å: 1.9
Gap between HOMO and LUMO in Ha: 0.276
Net charge: -1

Each line ends with the Mulliken charge.
Atoms and positions in Å:
1 C -1.77 0.58 0.53  -0.30
2 O -0.42 0.28 0.52  -0.82
3 C -2.12 1.27 1.84  -1.16
4 H -2.37 -0.36 0.36  0.22
5 H -2.09 1.27 -0.27  0.18
6 H -3.18 1.61 1.78  0.37
7 H -1.47 2.17 1.90  0.24
8 H -1.97 0.66 2.72  0.29
9 C 2.25 0.41 -0.56  -0.60
10 N 0.44 -1.65 -1.01  -0.31
11 C 1.71 -1.70 -1.50  0.05
12 N 2.64 -0.82 -1.33  -0.70
13 H 1.42 0.90 -1.06  0.25
14 H 3.14 1.09 -0.59  0.26
15 H 1.94 0.19 0.47  0.20
16 H 0.02 -0.81 -0.49  0.35
17 H -0.11 -2.48 -1.24  0.19
18 H 1.95 -2.61 -2.07  0.31

***

The following is a DFT calculation (ωB97M-V with the def2-TZVPD basis set) of a cluster of 2 separate species, C4H11N2O in total in a non-equilibrium geometry.

Values from the calculation:
Molar mass in g/mol: 103.14
Spin multiplicity: 2
E_LUMO (alpha / beta) in eV: 0.41 / 0.39
Strongest force on any atom in eV/Å: 2.4
Gap between HOMO and LUMO (alpha / beta) in Ha: 0.189 / 0.328
<S²>: 0.7535

Each line ends with the Löwdin spin population.
Atoms and positions in Å:
1 O 0.23 1.90 -0.01  0.27
2 C -0.68 1.56 0.89  0.52
3 C -0.60 0.29 1.68  0.09
4 N -1.07 0.49 3.06  0.02
5 H -1.49 2.26 1.08  0.04
6 H -1.22 -0.50 1.20  0.03
7 H 0.44 -0.08 1.63  0.01
8 H -0.93 -0.38 3.57  0.00
9 H -0.41 1.12 3.51  0.00
10 C 0.27 -0.52 -2.14  0.00
11 C 0.26 -1.67 -2.79  0.00
12 N 1.13 -0.22 -1.00  0.00
13 H -0.36 0.32 -2.42  0.00
14 H -0.40 -1.77 -3.64  0.00
15 H 0.88 -2.52 -2.53  0.00
16 H 1.04 -0.91 -0.27  0.00
17 H 2.11 -0.15 -1.27  0.00
18 H 0.79 0.78 -0.55  0.00

***

The following is a DFT calculation (ωB97M-V with the def2-TZVPD basis set) of a cluster of 2 separate species, C4H11N2O in total in a non-equilibrium geometry.

Values from the calculation:
Molar mass in g/mol: 103.14
E_LUMO in eV: -3.37
Strongest force on any atom in eV/Å: 4.8
Gap between HOMO and LUMO in Ha: 0.399
Net charge: +1

Each line ends with the Mulliken charge.
Atoms and positions in Å:
1 C -1.96 0.82 -1.31  -0.75
2 C 0.28 -2.21 -0.31  -1.13
3 C -0.11 -0.82 -0.83  0.36
4 C 1.14 0.98 1.86  0.09
5 N -1.32 -0.38 -0.76  -0.11
6 N 2.19 1.63 1.36  -0.31
7 O 0.42 0.24 1.15  -0.54
8 H -2.16 1.57 -0.50  0.29
9 H -1.29 1.10 -2.11  0.29
10 H -0.57 -2.63 0.23  0.31
11 H 1.23 -2.05 0.19  0.31
12 H 0.47 -2.85 -1.13  0.38
13 H 0.60 -0.30 -1.41  0.39
14 H 0.94 1.12 2.92  0.35
15 H 2.34 1.76 0.42  0.20
16 H -2.02 -0.87 -0.14  0.29
17 H 2.74 2.21 2.05  0.25
18 H -2.93 0.67 -1.67  0.33

***

The following is a DFT calculation (ωB97M-V with the def2-TZVPD basis set) of the ion C4H11N2O with charge +1 in a non-equilibrium geometry.

Values from the calculation:
Molar mass in g/mol: 103.14
E_LUMO in eV: -3.37
Strongest force on any atom in eV/Å: 5.7
Gap between HOMO and LUMO in Ha: 0.411
Net charge: +1

Each line ends with the Mulliken charge.
Atoms and positions in Å:
1 C 1.85 0.60 -0.99  -1.31
2 C 0.75 -0.28 -0.24  0.09
3 C -0.67 0.08 -0.59  -0.69
4 C -1.67 0.01 0.43  0.66
5 N -2.82 -0.63 -0.02  -0.53
6 O -1.49 0.39 1.58  -0.64
7 N 0.88 -0.06 1.21  -0.21
8 H 2.95 0.51 -0.60  0.42
9 H 1.54 1.77 -0.88  0.38
10 H 1.92 0.28 -2.10  0.32
11 H 1.06 -1.33 -0.47  0.28
12 H -0.37 1.16 -0.95  0.28
13 H -1.04 -0.40 -1.54  0.36
14 H -3.50 -0.77 0.72  0.33
15 H -2.39 -1.48 -0.21  0.27
16 H 0.82 -0.79 1.81  0.26
17 H 0.34 0.72 1.54  0.35
18 H 1.87 0.23 1.30  0.36